1.
Computed, not measured: C22H25CrN6O7STe as an isolated structure, with the ωB97M-V functional and the def2-TZVPD basis.

```
63
Properties=species:S:1:pos:R:3:mulliken_charge:R:1
Cr 1.52 0.65 -1.15 0.536
N 5.74 1.06 -1.41 0.089
C 4.70 0.21 -1.36 -0.466
N 3.61 0.92 -1.21 0.353
C 4.04 2.21 -1.20 0.243
N 5.33 2.34 -1.31 -0.812
C 2.99 3.24 -1.16 0.311
C 3.22 4.61 -1.20 -0.497
N 2.22 5.48 -1.24 -0.591
C 0.98 4.98 -1.25 -0.472
C 0.74 3.62 -1.20 -0.556
N 1.74 2.76 -1.13 0.910
H 6.71 0.84 -1.53 0.193
H 4.75 -0.87 -1.44 0.597
H 4.23 5.00 -1.22 0.484
H 0.17 5.69 -1.30 0.401
H -0.26 3.19 -1.21 0.592
O 2.86 2.21 -3.78 -0.544
C 2.02 1.35 -3.98 -0.120
O 1.38 0.65 -3.09 -0.160
H 1.74 1.07 -5.01 0.430
C 1.05 -2.73 -2.98 -0.684
S 2.01 -2.68 -1.51 1.172
O 3.38 -3.02 -1.83 -0.754
O 1.35 -3.47 -0.51 -0.606
O 1.98 -1.23 -1.10 -0.671
H 1.01 -3.77 -3.30 0.451
H 1.52 -2.10 -3.72 0.209
H 0.05 -2.36 -2.74 0.111
O -0.35 0.74 -1.11 -0.356
O -0.92 0.27 0.08 -0.377
C 1.69 0.46 3.76 -0.174
C 2.42 -0.43 2.99 -1.061
C 2.36 -0.33 1.61 -0.203
N 1.64 0.61 0.99 0.580
C 0.94 1.47 1.73 -0.071
C 0.94 1.43 3.12 -0.998
H 1.71 0.40 4.84 0.402
H 3.01 -1.21 3.44 0.461
H 2.89 -1.02 0.97 0.429
H 0.34 2.19 1.20 0.418
H 0.35 2.15 3.67 0.476
C -7.03 -1.80 2.33 -1.535
C -5.62 -1.75 1.81 0.616
C -4.67 -0.94 2.39 -1.105
C -3.35 -0.90 1.94 0.924
C -2.36 -0.02 2.65 -1.397
C -3.00 -1.69 0.84 0.095
Te -1.02 -1.71 0.11 0.704
C -3.95 -2.53 0.23 1.240
C -3.60 -3.41 -0.94 -1.832
C -5.24 -2.54 0.73 -0.957
H -7.25 -0.93 2.95 0.362
H -7.19 -2.70 2.94 0.303
H -7.76 -1.83 1.52 0.374
H -4.95 -0.32 3.24 0.297
H -2.78 0.36 3.58 0.378
H -2.07 0.83 2.03 0.132
H -1.45 -0.58 2.88 0.292
H -3.23 -2.82 -1.77 0.365
H -4.48 -3.98 -1.27 0.367
H -2.83 -4.14 -0.68 0.376
H -5.98 -3.19 0.26 0.326
```

Properties
2S+1   4
Gap between HOMO and LUMO (spin up / spin down)   6.55 / 6.38 eV
Max |F|   0.0211 Eh/bohr
Expectation value of S²   3.78
Total energy   -93043.1405 eV
HOMO (spin up / spin down)   -7.3 / -7.3 eV


2.
Computed, not measured: C12H27CsNO2 as an isolated structure, with the ωB97M-V functional and the def2-TZVPD basis.

```
43
Properties=species:S:1:pos:R:3:mulliken_charge:R:1
Cs 9.15 -7.50 -27.48 1.130
C 6.81 -9.42 -24.27 -1.213
C 7.69 -8.23 -23.94 0.299
C 7.92 -8.03 -22.45 -1.322
O 8.95 -8.35 -24.63 -0.394
H 7.30 -10.35 -23.99 0.384
H 6.63 -9.45 -25.35 0.263
H 5.83 -9.35 -23.80 0.401
H 7.22 -7.32 -24.33 0.189
H 8.60 -8.79 -22.06 0.314
H 6.99 -8.07 -21.89 0.406
H 8.39 -7.06 -22.27 0.327
H 9.25 -9.26 -24.49 0.297
C 14.27 -8.49 -29.38 -1.885
C 13.99 -8.58 -27.88 1.755
C 15.31 -8.51 -27.13 -1.264
C 15.16 -8.28 -25.64 -0.623
C 14.38 -7.00 -25.39 -1.217
C 13.01 -7.04 -26.08 1.883
N 13.24 -7.39 -27.48 0.103
O 12.02 -7.30 -28.24 -0.399
C 12.08 -7.99 -25.30 -1.347
C 12.43 -5.63 -26.05 -2.051
C 13.24 -9.89 -27.59 -1.690
H 14.33 -7.44 -29.69 0.429
H 13.52 -9.00 -29.99 0.355
H 15.23 -8.95 -29.61 0.426
H 15.86 -9.43 -27.34 0.481
H 15.90 -7.68 -27.53 0.396
H 16.15 -8.25 -25.17 0.375
H 14.64 -9.12 -25.17 0.296
H 14.94 -6.15 -25.78 0.377
H 14.24 -6.86 -24.31 0.390
H 11.25 -8.35 -25.91 -0.293
H 12.58 -8.84 -24.86 0.353
H 11.59 -7.45 -24.48 0.465
H 11.44 -5.56 -26.51 0.278
H 12.38 -5.22 -25.05 0.426
H 13.06 -4.96 -26.65 0.488
H 13.70 -10.71 -28.13 0.459
H 12.22 -9.81 -27.98 0.337
H 13.21 -10.16 -26.54 0.302
H 12.22 -6.57 -28.84 0.315
```

Properties
Gap between HOMO and LUMO   8.46 eV
Max |F|   0.0163 Eh/bohr
Total charge   +1
Total energy   -19009.4882 eV
HOMO   -11.6 eV


3.
Computed, not measured: a 5-piece molecular cluster, C23H59BrCl2N4O6P2 overall, with the ωB97M-V functional and the def2-TZVPD basis.

```
97
Properties=species:S:1:pos:R:3:mulliken_charge:R:1
C -0.74 4.87 2.33 -0.867
C 0.56 5.17 3.11 -0.260
O 1.09 4.02 3.74 -0.400
C 1.58 3.06 2.83 -0.710
C 2.92 3.46 2.12 -0.565
P 3.07 2.72 0.41 0.085
C 4.92 2.42 0.16 -0.304
Cl 5.28 0.64 0.01 -0.058
C 5.57 3.21 -1.00 -0.188
C 7.14 3.13 -0.88 -1.334
Cl 5.16 2.39 -2.58 -0.124
P 2.53 4.12 -1.18 0.248
O 1.46 3.20 -2.12 -0.436
Br 1.28 5.80 -0.34 -0.262
H -0.49 4.26 1.45 0.062
H -1.26 5.76 1.98 0.386
H -1.39 4.26 2.98 0.372
H 0.29 5.87 3.91 0.357
H 1.31 5.70 2.50 0.159
H 1.82 2.18 3.44 0.341
H 0.83 2.72 2.11 0.398
H 3.72 3.00 2.71 0.347
H 3.12 4.54 2.16 0.491
H 5.44 2.73 1.08 0.354
H 5.31 4.27 -1.02 0.491
H 7.44 2.19 -1.35 0.367
H 7.57 3.99 -1.41 0.358
H 7.41 3.17 0.18 0.348
H 0.96 2.67 -1.49 0.329
C -5.28 4.09 -2.16 -1.479
C -5.38 4.18 -0.65 0.169
C -4.54 5.31 -0.03 -0.809
O -3.14 5.06 0.01 -0.187
C -2.46 5.23 -1.22 -0.199
N -5.05 2.88 -0.06 -0.489
H -4.37 3.59 -2.49 0.336
H -6.11 3.50 -2.56 0.333
H -5.32 5.07 -2.63 0.353
H -6.43 4.40 -0.41 0.369
H -4.84 5.42 1.02 0.338
H -4.74 6.27 -0.51 0.426
H -2.87 6.06 -1.80 0.327
H -2.50 4.31 -1.80 0.204
H -1.42 5.44 -1.00 -0.238
H -5.24 2.91 0.94 0.303
H -4.04 2.77 -0.12 0.243
C 7.08 -4.64 0.42 -1.405
C 6.87 -3.51 1.43 0.202
C 5.96 -3.88 2.62 -0.733
O 4.58 -3.95 2.32 -0.387
C 4.18 -5.13 1.64 -0.313
N 6.37 -2.33 0.71 -0.588
H 6.23 -4.76 -0.25 0.276
H 7.95 -4.43 -0.20 0.356
H 7.26 -5.59 0.93 0.351
H 7.85 -3.26 1.84 0.422
H 6.05 -3.08 3.36 0.346
H 6.30 -4.80 3.10 0.422
H 4.73 -6.01 1.99 0.306
H 4.29 -5.01 0.56 -0.070
H 3.12 -5.29 1.84 0.246
H 6.35 -1.54 1.36 0.258
H 5.39 -2.49 0.50 0.302
C -8.61 -0.94 -0.36 -1.520
C -7.18 -0.46 -0.54 0.527
C -6.17 -1.58 -0.88 -0.750
O -5.82 -2.44 0.20 -0.379
C -6.80 -3.41 0.53 -0.662
N -6.77 0.28 0.66 -0.661
H -8.78 -1.40 0.61 0.294
H -9.30 -0.10 -0.43 0.372
H -8.89 -1.66 -1.13 0.345
H -7.17 0.23 -1.38 0.335
H -5.24 -1.11 -1.19 0.334
H -6.52 -2.18 -1.74 0.442
H -7.30 -3.80 -0.36 0.311
H -7.52 -3.00 1.23 0.213
H -6.29 -4.23 1.03 0.254
H -5.86 0.70 0.48 0.229
H -6.59 -0.40 1.39 0.325
C 0.22 -4.29 -0.57 -1.551
C 1.46 -4.63 -1.39 0.587
C 1.21 -4.74 -2.90 -0.802
O 0.53 -5.91 -3.32 -0.388
C -0.86 -5.91 -3.09 -0.636
N 2.06 -5.85 -0.85 -0.586
H -0.43 -5.15 -0.41 0.317
H 0.51 -3.93 0.42 0.348
H -0.37 -3.51 -1.05 0.361
H 2.17 -3.81 -1.24 0.275
H 2.18 -4.77 -3.40 0.355
H 0.70 -3.84 -3.29 0.434
H -1.30 -4.92 -3.24 0.293
H -1.09 -6.27 -2.09 0.217
H -1.32 -6.60 -3.80 0.265
H 2.95 -6.01 -1.31 0.245
H 1.49 -6.64 -1.15 0.278
```

Properties
SMILES   CCOCCP([C@@H](Cl)[C@@H](C)Cl)#P(O)Br.COC[C@@H](C)N.COC[C@@H](C)N.COC[C@@H](C)N.COC[C@@H](C)N
Gap between HOMO and LUMO   8.50 eV
Max |F|   0.0432 Eh/bohr
Total energy   -156715.9913 eV
HOMO   -8.5 eV


4.
Computed, not measured: a 2-piece molecular cluster, CH4N2O3 overall, with the ωB97M-V functional and the def2-TZVPD basis.

```
10
Properties=species:S:1:pos:R:3:mulliken_charge:R:1
C 1.45 1.08 -0.72 -0.163
N 0.19 0.83 -0.60 -0.447
N -1.24 -1.40 0.74 1.066
O -0.69 -0.51 1.49 -0.451
O -1.60 -2.42 1.25 -0.583
O -1.42 -1.16 -0.43 -0.541
H 1.89 1.45 -1.64 0.267
H -0.18 0.24 0.99 0.488
H 2.11 0.86 0.18 0.182
H -0.51 1.02 -1.26 0.182
```

Properties
SMILES   O=[N+]([O-])O.C=N
Gap between HOMO and LUMO   11.01 eV
Max |F|   0.0843 Eh/bohr
Total energy   -10219.4531 eV
HOMO   -10.5 eV


5.
Computed, not measured: a 2-piece molecular cluster, C4H11S overall, with the ωB97M-V functional and the def2-TZVPD basis.

```
16
Properties=species:S:1:pos:R:3:mulliken_charge:R:1
C 1.41 0.78 3.28 -0.780
S -0.41 0.83 2.98 -0.763
H 1.84 1.47 2.55 0.155
H 1.79 1.00 4.28 0.273
H 1.77 -0.21 3.00 0.160
C 0.19 -1.32 -1.70 -1.136
C -0.21 0.02 -1.03 0.042
C -1.60 0.39 -1.55 -1.150
H -0.38 -2.14 -1.28 0.320
H 1.23 -1.56 -1.48 0.315
H -0.03 -1.24 -2.76 0.293
H 0.57 0.74 -1.27 0.268
H -0.28 -0.08 0.06 0.091
H -2.05 1.31 -1.17 0.324
H -1.56 0.42 -2.64 0.315
H -2.27 -0.42 -1.25 0.271
```

Properties
Gap between HOMO and LUMO   5.81 eV
Max |F|   0.0215 Eh/bohr
Total charge   -1
Total energy   -15162.0321 eV
HOMO   -2.0 eV


6.
Computed, not measured: C37H30NOP2Pd as an isolated structure, with the ωB97M-V functional and the def2-TZVPD basis.

```
72
Properties=species:S:1:pos:R:3:mulliken_charge:R:1
Pd -1.22 -0.19 -0.86 -0.983
O -2.97 -2.03 -2.36 -0.470
N -1.72 -1.45 -2.49 0.118
C -1.00 -2.06 -3.34 -0.916
C 0.36 -1.70 -3.76 0.673
C 0.67 -2.12 -5.06 -0.832
C 1.89 -1.80 -5.64 -0.747
C 2.82 -1.07 -4.93 -0.789
C 2.53 -0.68 -3.63 -0.288
C 1.32 -1.00 -3.02 0.183
P 1.09 -0.53 -1.27 1.689
C 2.13 -1.64 -0.30 0.437
C 1.97 -1.57 1.09 0.040
C 2.76 -2.34 1.92 -0.617
C 3.71 -3.20 1.38 -0.642
C 3.86 -3.28 0.00 -0.720
C 3.08 -2.50 -0.84 -0.529
C 1.89 1.11 -1.17 0.545
C 3.03 1.34 -0.40 -0.096
C 3.56 2.62 -0.32 -0.775
C 2.97 3.67 -1.01 -0.559
C 1.84 3.43 -1.79 -0.636
C 1.30 2.16 -1.86 -0.753
H -3.48 -1.40 -1.83 0.407
H -1.47 -2.89 -3.86 0.460
H -0.06 -2.68 -5.63 0.419
H 2.10 -2.13 -6.65 0.419
H 3.77 -0.81 -5.37 0.441
H 3.27 -0.12 -3.07 0.516
H 1.23 -0.89 1.50 0.173
H 2.64 -2.27 3.00 0.462
H 4.32 -3.81 2.03 0.403
H 4.59 -3.96 -0.42 0.424
H 3.21 -2.58 -1.91 0.383
H 3.50 0.53 0.15 0.473
H 4.44 2.80 0.28 0.444
H 3.39 4.66 -0.96 0.429
H 1.38 4.25 -2.33 0.437
H 0.41 1.99 -2.46 0.381
C 0.40 3.83 3.80 -0.547
C 0.75 3.69 2.47 -0.550
C 0.17 2.70 1.70 -0.041
C -0.77 1.85 2.27 0.456
C -1.13 1.98 3.61 -0.348
C -0.54 2.98 4.37 -0.753
P -1.58 0.63 1.24 1.920
C -1.78 -0.85 2.27 0.746
C -2.86 -1.70 2.07 -0.636
C -2.94 -2.89 2.77 -0.840
C -1.94 -3.25 3.67 -0.543
C -0.87 -2.39 3.89 -0.946
C -0.79 -1.20 3.19 -0.465
C -3.18 1.12 0.66 0.073
C -4.25 1.89 1.10 -0.730
C -5.30 2.07 0.22 -0.681
C -5.25 1.53 -1.07 -0.594
C -4.15 0.80 -1.51 0.014
C -3.10 0.57 -0.63 -0.648
H 0.85 4.60 4.40 0.403
H 1.49 4.35 2.03 0.485
H 0.45 2.58 0.66 -0.013
H -1.86 1.32 4.06 0.500
H -0.81 3.09 5.42 0.427
H -3.65 -1.42 1.38 0.393
H -3.78 -3.55 2.61 0.434
H -2.00 -4.18 4.21 0.411
H -0.11 -2.65 4.61 0.431
H 0.03 -0.52 3.39 0.625
H -4.26 2.33 2.08 0.508
H -6.17 2.64 0.52 0.423
H -6.08 1.70 -1.74 0.434
H -4.12 0.46 -2.54 0.645
```

Properties
Gap between HOMO and LUMO   8.39 eV
Max |F|   0.0119 Eh/bohr
Total charge   +1
Total energy   -64445.3967 eV
HOMO   -11.2 eV


7.
Computed, not measured: CH3N3O3 as an isolated structure, with the ωB97M-V functional and the def2-TZVPD basis.

```
10
Properties=species:S:1:pos:R:3:mulliken_charge:R:1
C -1.65 0.53 0.12 0.254
N -0.47 0.65 0.64 -0.093
N 0.85 0.17 -0.57 -0.475
N 1.54 -0.90 -0.14 1.155
O -1.93 0.23 -1.05 -0.585
O 1.50 -1.18 1.00 -0.554
O 2.22 -1.42 -1.00 -0.566
H -2.31 1.06 0.91 0.261
H 0.00 1.02 1.47 0.257
H 0.23 -0.17 -1.38 0.347
```

Properties
Gap between HOMO and LUMO   10.03 eV
Max |F|   0.1329 Eh/bohr
Total energy   -11692.0960 eV
HOMO   -10.9 eV


8.
Computed, not measured: a single C22H31N3OS molecule, with the ωB97M-V functional and the def2-TZVPD basis.

```
58
Properties=species:S:1:pos:R:3:mulliken_charge:R:1
C 2.03 1.40 3.87 -1.547
C 1.89 0.02 4.42 1.066
C 2.47 -0.32 5.63 -0.819
C 2.32 -1.58 6.17 -0.783
C 1.58 -2.54 5.49 -0.945
C 0.99 -2.24 4.27 0.956
C 1.16 -0.96 3.74 -0.033
N 0.53 -0.64 2.51 0.201
C 1.20 -0.38 1.36 0.446
N 0.46 -0.02 0.29 0.281
C 1.05 0.12 -1.02 -1.425
H 1.91 -0.55 -1.07 0.536
H 0.30 -0.20 -1.76 0.448
C 1.47 1.56 -1.33 -0.473
H 2.47 1.74 -0.95 0.381
C 1.44 1.79 -2.85 -1.223
N 0.10 1.55 -3.37 0.745
C 0.09 1.10 -4.75 -0.976
C -1.31 0.63 -5.13 -0.491
C -2.32 1.76 -4.95 -0.836
C -2.22 2.29 -3.52 -0.487
C -0.78 2.69 -3.21 -1.060
H -0.71 3.05 -2.18 0.438
H -0.48 3.52 -3.88 0.429
H -2.88 3.15 -3.38 0.402
H -2.53 1.51 -2.82 0.091
H -3.33 1.41 -5.15 0.358
H -2.09 2.57 -5.65 0.327
H -1.31 0.28 -6.16 0.364
H -1.59 -0.21 -4.48 0.164
H 0.79 0.27 -4.85 0.461
H 0.40 1.90 -5.44 0.368
H 2.12 1.09 -3.32 0.466
H 1.79 2.81 -3.07 0.337
H 0.79 2.25 -0.84 0.372
C -0.97 0.27 0.38 -1.288
C -1.79 -0.96 0.14 0.172
C -2.33 -1.47 -1.01 0.433
C -2.94 -2.70 -0.65 -0.892
C -2.71 -2.85 0.68 -0.485
O -2.02 -1.80 1.17 -0.317
H -2.99 -3.62 1.38 0.492
H -3.47 -3.37 -1.29 0.474
H -2.31 -1.02 -1.98 0.385
H -1.20 1.01 -0.39 0.206
H -1.20 0.69 1.36 0.541
S 2.85 -0.48 1.26 -0.314
H -0.40 -1.03 2.41 0.155
C 0.20 -3.27 3.53 -1.297
H 0.28 -4.24 4.01 0.422
H 0.56 -3.36 2.50 0.296
H -0.86 -3.00 3.50 0.254
H 1.46 -3.52 5.91 0.360
H 2.78 -1.83 7.11 0.386
H 3.04 0.43 6.17 0.410
H 2.31 2.10 4.66 0.473
H 1.11 1.74 3.40 0.288
H 2.81 1.41 3.11 0.305
```

Properties
SMILES   Cc1cccc(C)c1NC(=S)N(CCCN1CCCCC1)Cc1ccco1
Gap between HOMO and LUMO   8.49 eV
Max |F|   0.0198 Eh/bohr
Total energy   -40670.4603 eV
HOMO   -7.8 eV


9.
Computed, not measured: a 11-piece molecular cluster, C27H41F2N12O7P overall, with the ωB97M-V functional and the def2-TZVPD basis.

```
90
Properties=species:S:1:pos:R:3:mulliken_charge:R:1
C 3.09 -0.18 0.15 -0.155
C 3.86 -0.59 -1.21 0.292
O 4.78 -1.45 -1.17 -0.654
N 3.41 0.05 -2.49 -0.092
C 4.52 0.85 -3.09 -0.774
O 2.34 0.84 -2.13 0.205
P 0.91 0.44 -2.98 0.890
O 0.56 1.70 -3.82 -0.776
O -0.26 0.04 -1.83 -0.135
C -1.50 0.80 -2.00 0.028
C -2.69 -0.16 -1.45 -0.113
F -3.56 -0.47 -2.60 -0.389
O 1.10 -0.83 -4.13 -0.389
C 1.30 -2.11 -3.51 0.294
O 2.35 -2.74 -3.84 -0.496
N 0.37 -2.77 -2.57 0.172
C 1.08 -3.61 -1.59 0.420
O 2.09 -3.29 -0.96 -0.367
F 0.49 -4.89 -1.34 -0.293
H 3.21 0.96 0.32 0.214
H 3.48 -0.74 1.07 0.199
H 1.95 -0.40 0.09 -0.026
H 5.42 0.19 -3.39 0.284
H 4.86 1.65 -2.33 0.124
H 4.16 1.40 -4.03 0.364
H -1.49 1.71 -1.30 0.166
H -1.77 1.04 -3.08 0.364
H -2.30 -1.18 -1.09 0.201
H -3.35 0.36 -0.67 0.171
H -0.20 -3.43 -3.14 0.206
C -1.90 -1.43 -5.48 -0.229
C -2.30 -2.74 -4.96 0.403
N -2.62 -3.76 -4.55 -0.489
H -2.61 -0.65 -5.20 0.217
H -0.92 -1.13 -5.09 -0.138
H -1.82 -1.43 -6.57 0.373
C -1.16 5.21 -2.35 -0.370
C -1.90 4.06 -1.83 0.422
N -2.48 3.15 -1.42 -0.530
H -1.43 5.42 -3.38 0.373
H -1.36 6.12 -1.76 0.020
H -0.08 5.04 -2.32 0.012
C -2.17 -0.64 2.25 -0.567
C -0.79 -0.15 2.12 0.454
N 0.30 0.22 2.01 -0.420
H -2.20 -1.63 2.69 0.184
H -2.77 0.02 2.88 0.318
H -2.66 -0.70 1.28 0.020
C -3.87 8.38 -2.38 -0.896
C -2.54 8.20 -1.79 0.441
N -1.50 8.07 -1.33 -0.453
H -4.29 9.36 -2.16 0.328
H -3.85 8.27 -3.47 0.278
H -4.58 7.64 -2.00 0.282
C 2.44 -0.94 5.50 -0.813
C 3.05 -1.35 4.23 0.348
N 3.52 -1.68 3.23 -0.416
H 1.76 -0.09 5.36 0.254
H 1.87 -1.75 5.95 0.256
H 3.20 -0.62 6.22 0.291
C 2.29 5.68 -0.79 -1.042
C 3.07 4.64 -1.46 0.472
N 3.69 3.82 -1.98 -0.339
H 1.95 6.44 -1.50 0.305
H 1.40 5.27 -0.31 0.266
H 2.87 6.20 -0.02 0.354
C -1.21 -6.65 1.33 -0.636
C -2.13 -5.71 1.98 0.399
N -2.86 -4.98 2.50 -0.389
H -0.46 -7.03 2.03 0.269
H -1.73 -7.50 0.91 0.279
H -0.66 -6.17 0.51 0.070
C -5.25 -3.10 4.31 -0.588
C -4.74 -1.79 4.75 0.432
N -4.34 -0.77 5.10 -0.465
H -5.83 -3.59 5.10 0.268
H -5.89 -3.00 3.44 0.303
H -4.43 -3.78 4.05 0.097
C 7.65 2.08 -0.16 -0.814
C 6.41 2.28 0.59 0.435
N 5.44 2.44 1.19 -0.417
H 8.29 2.97 -0.14 0.324
H 8.24 1.25 0.24 0.284
H 7.45 1.85 -1.21 0.231
C -3.18 -5.59 7.29 -0.768
C -4.54 -5.05 7.42 0.402
N -5.61 -4.62 7.52 -0.423
H -2.97 -6.32 8.07 0.308
H -3.04 -6.09 6.33 0.242
H -2.43 -4.81 7.37 0.258
```

Properties
SMILES   CC(=O)N(C)O[P@](=O)(OCCF)OC(=O)NC(=O)F.CC#N.CC#N.CC#N.CC#N.CC#N.CC#N.CC#N.CC#N.CC#N.CC#N
Gap between HOMO and LUMO   9.15 eV
Max |F|   0.1300 Eh/bohr
Total energy   -75595.6403 eV
HOMO   -9.0 eV


Among the records above, which one has the lowest max |F|? C37H30NOP2Pd


What is the total energy in the first record? -93043.1405 eV


What is the total energy in the seventh record? -11692.0960 eV


The highest total energy belongs to which entry? CH4N2O3